## 1
Here is a single C6H8O2 molecule from the Open Molecules 2025 dataset. Energies are from ωB97M-V/def2-TZVPD.

Structure (XYZ):
```
16
Properties=species:S:1:pos:R:3
C -1.19 -1.56 -1.08
C -0.87 -1.27 0.20
C 0.30 -0.30 0.50
C 1.31 -0.97 1.42
C 0.50 0.99 0.03
C -0.45 1.91 -0.60
O -1.62 1.68 -0.87
O 0.12 3.12 -0.86
H -1.85 -2.34 -1.37
H -0.82 -0.84 -1.79
H -1.26 -1.85 1.04
H 2.36 -0.54 1.25
H 1.02 -0.77 2.47
H 1.39 -2.03 1.17
H 1.54 1.21 -0.01
H -0.47 3.56 -1.50
```

LUMO energy (Eh): 0.0081
SMILES: C=C/C(C)=C\C(=O)O
Net charge: 0
E_HOMO (eV): -9.251

Charges obtained by Mulliken population analysis, quoted in units of e: atom 1 (C): -0.67, atom 2 (C): -0.36, atom 3 (C): 0.80, atom 4 (C): -1.33, atom 5 (C): -0.47, atom 6 (C): 0.51, atom 7 (O): -0.56, atom 8 (O): -0.46, atom 9 (H): 0.29, atom 10 (H): 0.25, atom 11 (H): 0.34, atom 12 (H): 0.34, atom 13 (H): 0.29, atom 14 (H): 0.40, atom 15 (H): 0.27, atom 16 (H): 0.34

***

## 2
Here is a molecular structure, C6H8O2 from the Open Molecules 2025 dataset. Energies are from ωB97M-V/def2-TZVPD.

Structure (XYZ):
```
16
Properties=species:S:1:pos:R:3
C 1.04 1.67 -0.71
C 0.97 0.26 -1.00
C 0.00 -0.43 -0.12
C -0.65 -1.65 -0.47
C -1.51 -1.80 0.74
C -1.05 -0.94 1.62
H 0.23 2.10 1.35
H -0.12 1.72 -0.76
H 1.55 2.17 -1.43
H 0.84 0.36 -2.17
H 2.06 -0.38 -0.86
H -0.84 -2.01 -1.58
H -2.36 -2.42 0.93
H -1.22 -0.77 2.63
O 1.33 2.00 0.67
O -0.28 0.13 1.17
```

LUMO energy (Eh): 0.0205
Net charge: 0
E_HOMO (eV): -8.538

Charges obtained by Mulliken population analysis, quoted in units of e: atom 1 (C): -0.78, atom 2 (C): 0.16, atom 3 (C): 0.35, atom 4 (C): -0.82, atom 5 (C): -0.26, atom 6 (C): -0.52, atom 7 (H): 0.40, atom 8 (H): 0.27, atom 9 (H): 0.44, atom 10 (H): 0.22, atom 11 (H): 0.23, atom 12 (H): 0.26, atom 13 (H): 0.42, atom 14 (H): 0.47, atom 15 (O): -0.59, atom 16 (O): -0.25

***

## 3
Here is a single C6H8O2 molecule from the Open Molecules 2025 dataset. Energies are from ωB97M-V/def2-TZVPD.

Structure (XYZ):
```
16
Properties=species:S:1:pos:R:3
C 2.29 -0.79 0.49
C 1.86 0.21 -0.26
C 0.44 0.81 -0.24
C -0.79 0.30 -0.19
C -1.95 1.22 0.14
C -1.22 -1.15 -0.08
O -2.41 -1.43 0.15
O -0.29 -2.07 -0.44
H 3.31 -1.34 0.47
H 1.76 -1.41 1.22
H 2.45 0.85 -0.99
H 0.62 1.93 -0.34
H -2.40 0.99 1.13
H -1.45 2.19 0.29
H -2.66 1.20 -0.68
H 0.44 -1.50 -0.67
```

LUMO energy (Eh): -0.0028
SMILES: C=C/C=C(/C)C(=O)O
Net charge: 0
E_HOMO (eV): -9.852

Charges obtained by Mulliken population analysis, quoted in units of e: atom 1 (C): -0.49, atom 2 (C): -0.66, atom 3 (C): -0.33, atom 4 (C): 1.05, atom 5 (C): -1.31, atom 6 (C): 0.53, atom 7 (O): -0.57, atom 8 (O): -0.48, atom 9 (H): 0.22, atom 10 (H): 0.28, atom 11 (H): 0.28, atom 12 (H): 0.19, atom 13 (H): 0.29, atom 14 (H): 0.38, atom 15 (H): 0.30, atom 16 (H): 0.32

***

## 4
Here is a single C6H8O2 molecule from the Open Molecules 2025 dataset. Energies are from ωB97M-V/def2-TZVPD.

Structure (XYZ):
```
16
Properties=species:S:1:pos:R:3
C -1.50 2.01 0.08
C -1.04 0.66 -0.10
C -1.10 -0.62 -0.15
C -1.69 -1.93 0.12
C 0.16 0.00 -0.79
C 1.43 -0.08 -0.08
O 2.48 -0.08 -0.67
O 1.32 -0.02 1.27
H -1.60 2.57 -0.85
H -0.80 2.55 0.68
H -2.51 2.05 0.56
H -0.98 -2.60 0.63
H -1.91 -2.50 -0.79
H -2.66 -1.75 0.65
H 0.29 0.09 -1.87
H 2.16 0.23 1.65
```

LUMO energy (Eh): 0.0275
SMILES: CC1=C(C)C1C(=O)O
Net charge: 0
E_HOMO (eV): -9.267

Charges obtained by Mulliken population analysis, quoted in units of e: atom 1 (C): -1.30, atom 2 (C): 0.52, atom 3 (C): 0.38, atom 4 (C): -1.24, atom 5 (C): -0.44, atom 6 (C): 0.58, atom 7 (O): -0.59, atom 8 (O): -0.46, atom 9 (H): 0.31, atom 10 (H): 0.33, atom 11 (H): 0.29, atom 12 (H): 0.32, atom 13 (H): 0.32, atom 14 (H): 0.29, atom 15 (H): 0.34, atom 16 (H): 0.34

***

Least stable: 2

***

## 1
Here is 2 unconnected molecules or ions with the total composition C3H12N3O from the Open Molecules 2025 dataset. Energies are from ωB97M-V/def2-TZVPD.

Structure (XYZ):
```
19
Properties=species:S:1:pos:R:3
C 1.64 -0.93 0.60
C 1.03 1.33 -0.06
N 0.10 1.37 0.89
N 1.75 0.23 -0.25
N 1.18 2.40 -0.84
H -0.34 0.57 1.32
H -0.32 2.26 1.08
H 2.63 0.44 -0.70
H 1.99 2.48 -1.44
H 0.42 3.06 -0.90
H 1.88 -0.70 1.64
H 2.38 -1.66 0.27
H 0.67 -1.42 0.46
C -2.69 -1.85 -0.14
O -1.94 -0.65 -0.39
H -1.87 -0.47 -1.33
H -2.26 -2.68 -0.70
H -2.54 -2.04 0.92
H -3.73 -1.74 -0.46
```

LUMO energy (Eh): -0.1097
Net charge: +1
E_HOMO (eV): -13.762

Charges obtained by Mulliken population analysis, quoted in units of e: atom 1 (C): -0.90, atom 2 (C): 0.74, atom 3 (N): -0.34, atom 4 (N): -0.18, atom 5 (N): -0.41, atom 6 (H): 0.20, atom 7 (H): 0.21, atom 8 (H): 0.26, atom 9 (H): 0.21, atom 10 (H): 0.23, atom 11 (H): 0.39, atom 12 (H): 0.34, atom 13 (H): 0.24, atom 14 (C): -0.55, atom 15 (O): -0.45, atom 16 (H): 0.27, atom 17 (H): 0.28, atom 18 (H): 0.21, atom 19 (H): 0.27

***

## 2
Here is a gas-phase ion, C3H12N3O (charge +1) from the Open Molecules 2025 dataset. Energies are from ωB97M-V/def2-TZVPD.

Structure (XYZ):
```
19
Properties=species:S:1:pos:R:3
C -1.39 0.60 -1.01
C -0.99 0.16 0.44
N -1.26 -1.26 0.42
C 0.54 0.34 0.81
N 1.06 1.59 0.59
O 1.11 -0.79 0.08
N 2.40 -0.43 -0.36
H -0.60 0.27 -1.80
H -2.34 0.19 -1.40
H -1.38 1.68 -0.94
H -1.69 0.71 1.06
H -1.42 -1.78 1.34
H -0.36 -1.70 0.02
H -2.18 -1.45 -0.18
H 0.55 0.06 1.89
H 0.57 1.90 -0.26
H 2.07 1.56 0.80
H 2.98 -1.27 -0.12
H 2.32 -0.37 -1.36
```

LUMO energy (Eh): -0.1250
SMILES: C[C@@H]([NH3+])[C@H](N)ON
Net charge: +1
E_HOMO (eV): -13.935

Charges obtained by Mulliken population analysis, quoted in units of e: atom 1 (C): -1.39, atom 2 (C): 0.10, atom 3 (N): -0.31, atom 4 (C): 0.07, atom 5 (N): -0.45, atom 6 (O): -0.33, atom 7 (N): -0.58, atom 8 (H): 0.28, atom 9 (H): 0.45, atom 10 (H): 0.37, atom 11 (H): 0.33, atom 12 (H): 0.40, atom 13 (H): 0.39, atom 14 (H): 0.38, atom 15 (H): 0.24, atom 16 (H): 0.24, atom 17 (H): 0.33, atom 18 (H): 0.25, atom 19 (H): 0.22

***

Least stable: 2

***

## 1
Here is 14 unconnected molecules or ions with the total composition C4H37N2O13 from the Open Molecules 2025 dataset. Energies are from ωB97M-V/def2-TZVPD.

Structure (XYZ):
```
56
Properties=species:S:1:pos:R:3
C -0.98 2.01 -0.89
C 0.38 2.63 -1.32
C 0.28 3.64 -2.54
C -0.18 1.77 -3.88
N 0.38 2.91 -3.75
N -0.80 0.93 0.08
H -1.58 1.69 -1.86
H -1.75 2.80 -0.66
H 1.09 2.94 -0.58
H 0.90 1.65 -1.63
H -0.80 4.07 -2.29
H 1.11 4.41 -2.51
H -0.95 1.45 -3.18
H -0.17 1.25 -4.80
H -1.68 0.80 0.75
H -0.67 0.03 -0.35
H 0.08 1.09 0.66
H -2.95 -0.60 2.22
H -3.67 -0.53 0.76
O -2.93 -0.91 1.24
H 1.23 -1.55 -2.38
H 2.44 -1.57 -3.45
O 1.93 -1.02 -2.83
H 4.14 -2.76 -0.15
H 3.38 -1.48 -0.76
O 3.55 -2.33 -0.69
H -1.13 2.35 2.26
H -2.53 2.01 2.65
O -2.01 2.44 1.95
H -2.39 0.02 4.71
H -2.90 -1.30 4.06
O -2.80 -0.34 3.95
H -1.40 -1.92 -1.93
H -2.51 -1.40 -2.70
O -1.95 -1.27 -2.07
H 1.61 -0.22 4.47
H 2.08 -0.35 3.04
O 1.31 -0.36 3.57
H 1.64 -1.40 0.22
H 0.49 -2.33 -0.20
O 0.75 -1.44 0.20
H -0.19 -4.16 -1.10
H -1.19 -3.19 -0.50
O -0.43 -3.35 -1.07
H -2.06 -2.47 1.56
H -2.27 -3.93 1.94
O -1.73 -3.34 1.34
H 3.03 0.93 -0.78
H 3.10 1.33 -2.35
O 3.58 1.02 -1.61
H 3.58 1.27 1.21
H 2.75 2.26 0.34
O 2.68 1.70 1.14
H 0.10 -1.51 4.06
H -0.46 -2.34 2.67
O -0.51 -2.02 3.72
```

LUMO energy (Eh): -0.0965
Net charge: +1
E_HOMO (eV): -11.988

Charges obtained by Mulliken population analysis, quoted in units of e: atom 1 (C): -0.42, atom 2 (C): -0.16, atom 3 (C): -0.45, atom 4 (C): -0.14, atom 5 (N): -0.45, atom 6 (N): 0.15, atom 7 (H): 0.19, atom 8 (H): 0.36, atom 9 (H): 0.50, atom 10 (H): -0.17, atom 11 (H): 0.26, atom 12 (H): 0.34, atom 13 (H): 0.05, atom 14 (H): 0.37, atom 15 (H): 0.28, atom 16 (H): -0.10, atom 17 (H): 0.33, atom 18 (H): 0.45, atom 19 (H): 0.29, atom 20 (O): -0.66, atom 21 (H): 0.27, atom 22 (H): 0.26, atom 23 (O): -0.52, atom 24 (H): 0.27, atom 25 (H): 0.27, atom 26 (O): -0.55, atom 27 (H): 0.32, atom 28 (H): 0.28, atom 29 (O): -0.62, atom 30 (H): 0.28, atom 31 (H): 0.27, atom 32 (O): -0.68, atom 33 (H): 0.31, atom 34 (H): 0.21, atom 35 (O): -0.46, atom 36 (H): 0.30, atom 37 (H): 0.26, atom 38 (O): -0.62, atom 39 (H): 0.04, atom 40 (H): 0.36, atom 41 (O): -0.13, atom 42 (H): 0.18, atom 43 (H): 0.31, atom 44 (O): -0.63, atom 45 (H): 0.27, atom 46 (H): 0.34, atom 47 (O): -0.69, atom 48 (H): 0.18, atom 49 (H): 0.33, atom 50 (O): -0.58, atom 51 (H): 0.32, atom 52 (H): 0.35, atom 53 (O): -0.61, atom 54 (H): 0.37, atom 55 (H): 0.34, atom 56 (O): -0.58

***

## 2
Here is 14 unconnected molecules or ions with the total composition C4H37N2O13 from the Open Molecules 2025 dataset. Energies are from ωB97M-V/def2-TZVPD.

Structure (XYZ):
```
56
Properties=species:S:1:pos:R:3
C 3.57 -1.07 0.95
C 2.53 -0.04 1.32
C 1.49 0.15 0.22
C 1.73 1.07 -0.73
N 1.02 1.18 -1.90
N 0.40 -0.83 0.12
H 4.29 -0.61 0.24
H 3.20 -2.06 0.60
H 4.18 -1.40 1.77
H 1.91 -0.28 2.21
H 2.87 0.98 1.59
H 2.61 1.73 -0.68
H 0.03 0.97 -1.90
H 1.10 1.96 -2.54
H 0.30 -1.15 -0.84
H 0.60 -1.70 0.62
H -0.45 -0.40 0.54
H -2.12 0.54 -2.12
H -1.81 1.26 -3.41
O -1.91 1.45 -2.47
H 2.45 -1.21 -4.13
H 2.02 0.24 -4.73
O 1.94 -0.71 -4.78
H -2.16 -2.83 1.41
H -2.89 -1.43 1.28
O -2.69 -2.27 0.82
H 0.69 -4.50 1.07
H 2.14 -4.13 1.42
O 1.33 -3.78 1.03
H -4.86 -0.49 1.81
H -4.00 -0.24 2.99
O -3.97 -0.18 2.03
H -2.96 -4.13 -1.00
H -3.86 -2.84 -0.82
O -3.25 -3.30 -1.39
H -0.67 4.85 2.64
H -1.21 3.72 1.72
O -0.35 4.08 2.14
H -2.09 2.92 -0.02
H -2.41 1.87 1.01
O -2.07 2.77 0.94
H 0.14 0.33 2.72
H -0.56 -0.99 3.28
O -0.48 -0.43 2.51
H 1.36 2.27 2.15
H 0.05 2.55 2.90
O 0.75 1.86 2.77
H -0.73 -1.54 -4.62
H 0.26 -0.52 -4.11
O -0.72 -0.71 -4.12
H -1.23 -1.22 -2.54
H -2.15 -1.73 -1.28
O -1.56 -1.01 -1.62
H 3.42 3.67 1.40
H 2.11 4.01 0.59
O 2.68 3.30 0.90
```

LUMO energy (Eh): -0.0927
Net charge: +1
E_HOMO (eV): -10.977

Charges obtained by Mulliken population analysis, quoted in units of e: atom 1 (C): -1.23, atom 2 (C): -0.75, atom 3 (C): 0.09, atom 4 (C): -0.33, atom 5 (N): -0.17, atom 6 (N): 0.35, atom 7 (H): 0.32, atom 8 (H): 0.22, atom 9 (H): 0.46, atom 10 (H): 0.30, atom 11 (H): 0.25, atom 12 (H): 0.53, atom 13 (H): -0.02, atom 14 (H): 0.32, atom 15 (H): 0.44, atom 16 (H): 0.21, atom 17 (H): 0.16, atom 18 (H): 0.39, atom 19 (H): 0.28, atom 20 (O): -0.70, atom 21 (H): 0.33, atom 22 (H): 0.32, atom 23 (O): -0.70, atom 24 (H): 0.25, atom 25 (H): 0.35, atom 26 (O): -0.55, atom 27 (H): 0.27, atom 28 (H): 0.30, atom 29 (O): -0.58, atom 30 (H): 0.29, atom 31 (H): 0.31, atom 32 (O): -0.63, atom 33 (H): 0.28, atom 34 (H): 0.31, atom 35 (O): -0.63, atom 36 (H): 0.30, atom 37 (H): 0.44, atom 38 (O): -0.69, atom 39 (H): 0.31, atom 40 (H): 0.25, atom 41 (O): -0.66, atom 42 (H): 0.32, atom 43 (H): 0.26, atom 44 (O): -0.53, atom 45 (H): 0.28, atom 46 (H): 0.38, atom 47 (O): -0.71, atom 48 (H): 0.29, atom 49 (H): 0.38, atom 50 (O): -0.66, atom 51 (H): 0.39, atom 52 (H): 0.33, atom 53 (O): -0.73, atom 54 (H): 0.25, atom 55 (H): 0.27, atom 56 (O): -0.53

***

## 3
Here is 14 unconnected molecules or ions with the total composition C4H37N2O13 from the Open Molecules 2025 dataset. Energies are from ωB97M-V/def2-TZVPD.

Structure (XYZ):
```
56
Properties=species:S:1:pos:R:3
C 0.39 0.46 5.76
C 0.18 0.38 4.24
C -0.01 1.73 3.60
N -0.60 1.56 2.26
C -0.05 1.99 1.16
N -0.69 1.70 0.00
H 0.32 -0.54 6.19
H 1.24 1.07 6.07
H -0.38 1.08 6.23
H 1.16 0.05 3.87
H -0.49 -0.45 4.05
H -0.65 2.41 4.17
H 0.93 2.25 3.48
H -1.64 1.47 2.25
H 0.94 2.40 1.03
H -0.26 2.13 -0.81
H -1.68 1.52 0.05
H 3.54 -3.73 -3.40
H 2.02 -3.49 -3.53
O 2.82 -3.16 -3.11
H 2.03 1.83 -1.96
H 1.82 3.33 -2.28
O 1.48 2.59 -1.73
H 2.11 0.20 -4.10
H 1.54 1.40 -4.35
O 2.36 1.13 -3.92
H -1.23 -1.45 0.25
H -2.10 -2.65 0.04
O -2.12 -1.69 -0.03
H 3.65 -1.35 -2.17
H 4.55 -0.19 -2.17
O 3.95 -0.66 -1.57
H 1.05 0.11 0.05
H 2.62 0.57 -0.02
O 1.87 0.29 0.51
H 0.45 -3.89 -0.24
H 0.67 -2.32 0.06
O 0.18 -3.12 0.26
H -3.14 -0.02 1.55
H -3.87 1.35 1.48
O -3.01 0.92 1.43
H -0.40 -2.98 2.02
H 0.78 -2.95 2.96
O -0.12 -2.60 2.88
H -4.21 -2.50 -1.79
H -3.19 -1.48 -1.56
O -3.96 -1.64 -2.16
H -4.64 -0.56 -0.75
H -5.28 -0.98 0.60
O -4.87 -0.25 0.14
H -1.84 -1.87 -4.23
H -0.78 -2.87 -4.31
O -1.28 -2.39 -3.63
H 3.82 4.26 -2.97
H 3.40 5.40 -1.94
O 3.10 4.66 -2.48
```

LUMO energy (Eh): -0.0924
Net charge: +1
E_HOMO (eV): -12.991

Charges obtained by Mulliken population analysis, quoted in units of e: atom 1 (C): -1.45, atom 2 (C): 0.06, atom 3 (C): -0.98, atom 4 (N): -0.04, atom 5 (C): 0.10, atom 6 (N): -0.25, atom 7 (H): 0.38, atom 8 (H): 0.36, atom 9 (H): 0.34, atom 10 (H): 0.16, atom 11 (H): 0.29, atom 12 (H): 0.40, atom 13 (H): 0.40, atom 14 (H): 0.48, atom 15 (H): 0.39, atom 16 (H): 0.22, atom 17 (H): 0.28, atom 18 (H): 0.31, atom 19 (H): 0.29, atom 20 (O): -0.62, atom 21 (H): 0.29, atom 22 (H): 0.33, atom 23 (O): -0.60, atom 24 (H): 0.27, atom 25 (H): 0.31, atom 26 (O): -0.61, atom 27 (H): 0.22, atom 28 (H): 0.28, atom 29 (O): -0.55, atom 30 (H): 0.29, atom 31 (H): 0.31, atom 32 (O): -0.55, atom 33 (H): 0.27, atom 34 (H): 0.23, atom 35 (O): -0.55, atom 36 (H): 0.22, atom 37 (H): 0.28, atom 38 (O): -0.55, atom 39 (H): 0.26, atom 40 (H): 0.24, atom 41 (O): -0.62, atom 42 (H): 0.36, atom 43 (H): 0.28, atom 44 (O): -0.57, atom 45 (H): 0.32, atom 46 (H): 0.38, atom 47 (O): -0.69, atom 48 (H): 0.37, atom 49 (H): 0.29, atom 50 (O): -0.62, atom 51 (H): 0.31, atom 52 (H): 0.28, atom 53 (O): -0.57, atom 54 (H): 0.31, atom 55 (H): 0.30, atom 56 (O): -0.63

***

Least stable: 1